Here is C14H36AgN2O5 as an isolated structure in a non-equilibrium geometry from OMol25. Energies are from ωB97M-V/def2-TZVPD.

Values from the calculation:
**⟨S²⟩**: 2.0103
**Lowest unoccupied orbital energy (alpha / beta)**: 2.975 / 1.612 eV
**HOMO energy (alpha / beta)**: 0.670 / -3.704 eV
**Energy**: -1187.38708 Eh

Structure (ORCA input):
```
! RIJCOSX wB97M-V def2-TZVPD def2/J DEFGRID3
* xyz -1 3
H 33.0859 -21.6090 -21.2789
H 29.6900 -17.6400 -15.4087
H 28.2912 -18.2984 -14.6515
H 33.7778 -22.7545 -16.6146
H 31.2284 -25.0657 -18.2352
H 31.6348 -20.6603 -14.6518
H 34.7279 -20.8694 -21.0143
H 32.5478 -24.6334 -19.3379
H 29.3586 -23.6949 -14.5669
C 33.4677 -20.6399 -12.0702
H 34.7517 -19.9113 -14.3526
H 32.9760 -19.1487 -20.6621
N 31.8838 -21.0600 -15.5454
O 31.9119 -20.2397 -19.2449
C 33.7705 -21.1423 -20.5706
H 29.8576 -19.2032 -14.8011
H 29.4795 -21.9855 -19.7426
H 29.3057 -24.5227 -16.8336
H 32.1566 -21.9577 -15.1713
H 27.9157 -18.2059 -17.1236
O 29.4350 -19.3409 -17.6839
H 33.7928 -19.6025 -19.2062
C 33.1430 -20.3722 -15.6558
H 31.2117 -23.0240 -20.4798
C 28.4624 -19.0389 -16.6817
C 33.8780 -20.5630 -14.3453
C 33.0723 -19.9608 -19.9414
C 30.6845 -23.6243 -19.7384
C 33.5060 -23.4850 -17.3765
H 27.6411 -23.9483 -16.7270
O 29.1823 -22.5581 -16.3836
C 28.9847 -22.7461 -14.9518
H 28.1948 -24.1369 -19.1265
H 33.7785 -24.4767 -17.0154
H 34.4819 -20.2696 -11.9205
H 27.7918 -19.8502 -16.3988
H 27.9154 -22.7406 -14.7407
H 32.4327 -18.2092 -15.3977
C 29.1262 -18.5664 -15.2988
C 32.9246 -18.8945 -16.0880
H 33.8127 -20.7943 -16.4051
Ag 30.7777 -21.4148 -17.4874
C 28.6466 -23.6829 -17.0536
H 33.2718 -21.6918 -11.8621
H 27.9256 -22.5238 -18.5252
N 29.7773 -22.6870 -19.0798
H 32.9144 -20.1745 -11.2545
H 34.1724 -21.6123 -14.3633
C 31.7051 -24.2426 -18.7675
H 30.0752 -24.3276 -20.3061
O 32.0790 -23.2956 -17.7056
H 32.3355 -18.8358 -17.0032
H 34.1489 -23.3631 -18.2483
O 33.0734 -20.2002 -13.2782
H 33.8579 -18.3873 -16.3326
C 28.6474 -23.3405 -18.5357
H 34.0441 -22.0026 -19.9597
H 29.4098 -21.8993 -14.4130
*
```

Atomic partial charges in e from the Löwdin method, atoms 1 to 5: 0.050 0.052 0.049 0.052 0.100

Here is C14H36BInN2O3 as an isolated structure from OMol25. Energies are from ωB97M-V/def2-TZVPD.

Values from the calculation:
**Lowest unoccupied orbital energy**: -0.628 eV
**HOMO energy**: -5.860 eV
**Energy**: -1105.05862 Eh
**Energy above the lowest of the compared OMol25 structures with the same formula, charge and spin**: 0.2777 eV

Structure (ORCA input):
```
! RIJCOSX wB97M-V def2-TZVPD def2/J DEFGRID3
* xyz 0 1
C 0.8662 0.1484 -2.4742
H -5.3827 -3.6952 -3.0721
H -2.3725 0.0674 -1.3145
H 2.1566 -0.2611 -5.1797
C 3.4269 2.4463 0.5960
In -2.3227 -1.7270 -1.2582
C 0.2194 1.6539 2.5246
C -0.6142 -2.4308 -2.5653
H -0.8397 -3.4139 -2.9663
H 1.8748 0.5560 -2.3693
H 4.3911 2.2982 2.9302
H 1.2141 3.3370 1.6439
O -4.5214 -3.2600 -3.0469
C 3.3344 2.5558 2.9850
H 0.3414 1.9583 3.5656
C -5.6620 -2.4258 -0.9404
C 1.1398 -0.0142 -4.8646
H 3.5434 2.4530 5.0977
H 0.2705 -2.5042 -1.9339
C -0.3767 -1.5087 -3.6960
H 2.5271 0.0157 2.7496
O -1.1296 -1.4072 -4.6509
H 4.4753 2.1679 0.6587
N 2.7111 1.8839 1.7867
C -0.2972 -0.4840 3.4543
N 0.8156 -0.7134 -3.6330
H -5.4751 -1.7825 -0.0864
H 2.9829 2.0491 -0.3100
H -7.0484 -0.8389 -1.4703
H 3.1037 -0.1463 -0.2553
C 2.5444 -0.3992 0.6439
H 4.0750 0.3189 1.9725
C 1.2530 2.2484 1.5937
H -6.8000 -1.9818 -2.7874
H 3.3213 3.5277 0.6096
C 2.7893 2.1916 4.3562
H 2.5739 1.1320 4.4721
H 0.1405 0.9680 -2.5299
H 2.7289 -1.4534 0.8454
H 1.9016 2.7664 4.6064
H 1.0052 1.9446 0.5782
O 0.2313 0.2652 2.3672
C -6.9070 -1.8894 -1.7088
H -0.7468 2.0530 2.1878
B -4.3742 -2.5730 -1.8641
H 1.1004 1.0722 -4.7504
C 2.9927 0.3954 1.8486
H 1.4825 -0.2949 0.4452
H -5.9042 -3.4289 -0.5717
H -7.8046 -2.4272 -1.4115
H 0.4624 -0.2881 -5.6644
H -1.9908 -2.2614 0.4324
H -1.0033 0.1027 4.0443
H 0.6361 -0.4132 -1.5743
H 3.2386 3.6274 2.8161
H -0.8139 -1.3457 3.0368
H 0.5155 -0.8348 4.1014
*
```

Atomic partial charges in e from the Löwdin method, atoms 1 to 5: -0.124 0.078 -0.112 0.075 0.012

Here is C14H36CdN16O12 as an isolated structure in a non-equilibrium geometry from OMol25. Energies are from ωB97M-V/def2-TZVPD.

Values from the calculation:
**Lowest unoccupied orbital energy**: -1.159 eV
**HOMO energy**: -7.203 eV
**Energy**: -2501.64708 Eh

Structure (ORCA input):
```
! RIJCOSX wB97M-V def2-TZVPD def2/J DEFGRID3
* xyz 0 1
H 13.5868 1.3572 7.5161
H 10.8593 1.0261 7.2116
H 18.6423 -0.7528 4.9008
H 9.5035 1.6981 8.1530
N 15.6903 -3.0309 8.7870
H 16.0628 0.6551 3.6391
H 16.3041 -0.7089 13.9333
N 16.5475 -1.3860 13.2246
C 10.0120 -1.6897 8.9210
N 13.4709 2.2675 12.9955
N 13.4964 0.3709 7.3180
N 16.4427 -3.1554 14.4492
N 16.3900 3.9214 12.7075
O 14.7324 -2.6072 8.2304
H 13.0968 -2.2832 10.3440
O 12.7402 0.5070 5.2246
H 20.8042 -1.5449 10.8607
C 9.8610 -0.4660 9.7459
C 19.3180 -0.2868 11.1799
C 16.7837 -0.0739 5.3950
H 19.0466 5.2330 13.4958
H 10.9904 -3.6398 10.7671
H 15.3922 1.0871 13.3741
O 14.2566 1.3611 10.3369
H 11.9625 0.5342 9.5268
H 16.1239 3.3485 11.9194
C 12.7814 -1.4751 12.3096
N 20.4637 -0.7897 11.4385
C 13.1358 -0.1483 6.2056
H 17.7994 0.2430 3.7456
O 16.1352 1.0585 11.3201
O 13.0878 2.0263 15.1477
O 15.6900 -4.1470 9.3934
N 15.4356 0.9424 10.3562
H 13.8802 -0.3003 7.9679
N 14.8251 1.0703 14.2097
H 10.6422 1.4360 10.2833
H 13.6359 -1.9784 6.9110
H 12.7684 -1.9309 5.3534
N 10.1519 -2.6148 8.2096
C 11.1123 -2.7882 12.8581
H 15.7016 4.4779 13.1939
H 15.1899 0.7004 15.0758
H 16.3284 -4.1464 14.6075
C 11.4027 -2.9410 11.4799
N 18.9545 0.5871 12.0375
H 20.9222 -0.5066 12.2928
C 10.5757 1.5018 8.1504
C 16.6459 -2.6349 13.3033
C 17.6573 4.1338 12.6378
N 18.0597 5.0184 13.4846
N 17.8861 -0.1192 4.6844
O 18.6355 -0.6430 10.2057
H 13.5114 -0.6794 12.2881
H 11.9104 -1.2731 14.2791
H 17.5128 4.9133 14.3272
H 10.0162 -0.7947 10.7736
N 13.2224 -1.4810 6.1354
H 15.0946 0.9442 4.9963
O 16.7232 -2.3629 8.8822
O 16.7242 -3.2809 12.2654
H 8.8013 -0.2139 9.7852
H 19.5338 0.7995 12.8371
H 10.9569 2.5229 8.1423
H 18.0201 0.9069 11.8263
N 12.5413 -2.2390 11.1863
O 15.9284 0.3956 9.3565
O 18.3882 3.6521 11.7721
C 10.8934 0.7415 9.4816
H 12.6050 2.7867 12.9691
H 16.8887 -1.0023 12.3548
C 13.7720 1.8214 14.1906
H 16.3543 -2.5798 15.2744
Cd 17.5908 -0.5014 8.3733
N 15.8912 0.4549 4.6141
H 13.9135 1.8725 12.1780
O 16.7025 -0.3429 6.5830
C 11.8904 -1.7620 13.3163
H 10.3459 -3.3318 13.3906
*
```

Atomic partial charges in e from the Löwdin method, atoms 1 to 5: 0.128 0.053 0.125 0.064 -0.591

Here is a 3-piece molecular cluster, C14H36O3P overall from OMol25. Energies are from ωB97M-V/def2-TZVPD.

Values from the calculation:
**Lowest unoccupied orbital energy**: 2.758 eV
**HOMO energy**: -3.365 eV
**Energy**: -1121.91622 Eh

Structure (ORCA input):
```
! RIJCOSX wB97M-V def2-TZVPD def2/J DEFGRID3
* xyz -1 1
C 0.8056 -2.5598 0.9824
H 3.6401 4.7415 0.8242
H -0.1200 4.3589 2.4750
H 0.3844 0.9207 0.8244
P 0.4894 2.3604 1.1647
C 2.8414 5.4015 1.1616
H 2.4321 -3.2939 -0.2114
H -3.1829 1.3173 1.8217
H 1.8075 5.4428 2.9795
H -4.6302 -0.9464 -4.4803
H 2.2153 3.2379 -0.4642
H -4.5134 -2.2148 -3.2462
H -0.1860 -0.0080 -2.2499
H 0.5080 -1.4677 -2.9799
C -3.9545 -1.4492 -3.7868
H -4.1622 0.1048 -2.3166
H -1.0468 -2.1228 -1.2121
C -2.2029 1.4524 1.3786
C 1.9599 4.7037 2.1907
H 1.3982 -2.2694 1.8500
H -1.7242 -2.6172 -2.7592
H 3.0508 2.4835 0.9085
C -3.3604 -0.4411 -2.8141
C 1.4967 -3.6657 0.2069
H -2.7589 0.3010 -3.3518
C 0.8000 -5.4539 1.6382
C -0.4101 -0.8934 -2.8468
H -1.9455 0.9630 0.4428
O 1.8673 -4.7907 0.9937
H 3.5819 7.2143 1.0318
H 2.2718 1.4879 -0.3307
C -0.2346 -6.0323 0.6855
H -0.1648 2.6979 -0.1289
C -1.2621 2.1871 1.9685
H 0.2513 4.8359 0.8386
H -1.4913 2.6593 2.9242
C -1.4577 -1.7440 -2.1484
H -0.1815 -2.8621 1.3375
O -2.6140 -1.0253 -1.7706
O 3.4312 6.5831 1.7356
H 1.2667 -6.2615 2.2044
H 2.5000 3.8780 2.6560
H 0.6708 -1.6786 0.3545
H -0.9490 -6.6452 1.2370
C 0.6041 4.2220 1.6715
H 2.2401 5.6626 0.2908
H 1.1344 2.0104 2.4552
H 0.3174 -4.7917 2.3659
C 2.1846 2.4091 0.2479
H -0.7967 -5.2510 0.1723
H 0.2492 -6.6526 -0.0709
H 0.8758 -3.9855 -0.6395
H -3.1850 -1.9490 -4.3780
H -0.7413 -0.5641 -3.8341
*
```

Atomic partial charges in e from the Löwdin method, atoms 1 to 5: -0.077 0.090 0.041 -0.050 0.360

- The highest energy belongs to which entry?
  C14H36BInN2O3